No. 1
The following is a quantum chemistry calculation of C4H6BrNS as an isolated structure, from the OMol25 dataset.

Geometry (Å):
C: -1.060 -2.421 0.347
C: -0.045 -1.835 -0.289
C: 1.194 0.317 -0.121
C: -0.299 2.590 -0.063
N: 0.100 -0.434 -0.136
S: 1.380 1.994 0.004
Br: 2.963 -0.463 -0.005
H: -1.129 -3.463 0.182
H: -1.844 -1.776 0.868
H: 0.633 -2.391 -0.941
H: -0.270 3.597 0.255
H: -0.730 2.132 0.833
H: -0.893 2.154 -0.933

Calculated values
ΔE to the lowest compared entry with this formula, charge and spin ... 39.0 kcal per mole
Highest occupied orbital energy ... -8.633 eV


No. 2
The following is a quantum chemistry calculation of C51H42F2N12O11Rb as an isolated structure, from the OMol25 dataset.

Geometry (Å):
Rb: -0.888 1.005 2.438
N: -3.780 -2.444 1.224
C: -2.979 -1.350 1.186
N: -3.094 -0.371 0.357
C: -4.065 -0.456 -0.634
N: -4.155 0.376 -1.606
N: -3.145 1.303 -1.746
C: -3.264 2.408 -1.143
C: -2.254 3.476 -1.307
C: -2.139 4.442 -0.316
C: -1.174 5.429 -0.444
C: -0.371 5.418 -1.569
C: -0.559 4.409 -2.506
N: -1.470 3.451 -2.394
C: -5.061 -1.547 -0.565
C: -6.160 -1.626 -1.419
C: -7.063 -2.666 -1.312
C: -6.879 -3.648 -0.339
C: -5.798 -3.589 0.516
C: -4.887 -2.538 0.400
H: -3.693 -3.044 2.028
H: -2.212 -1.355 1.947
H: -4.095 2.600 -0.460
H: -2.752 4.386 0.573
H: -1.028 6.152 0.349
H: 0.413 6.151 -1.710
H: 0.073 4.365 -3.388
H: -6.281 -0.849 -2.161
H: -7.916 -2.715 -1.976
H: -7.590 -4.459 -0.247
H: -5.649 -4.342 1.280
F: -0.989 1.159 -4.794
C: -0.266 0.236 -4.118
C: -0.297 0.189 -2.749
C: 0.420 -0.809 -2.093
C: 0.444 -0.790 -0.599
O: 0.050 0.206 -0.023
C: 0.995 -1.991 0.008
C: 1.664 -2.856 -0.780
N: 1.833 -2.744 -2.139
C: 2.605 -3.722 -2.846
C: 3.917 -4.143 -2.262
C: 3.892 -3.288 -3.496
C: 1.151 -1.756 -2.824
C: 1.200 -1.658 -4.219
C: 0.500 -0.653 -4.861
N: 0.581 -0.555 -6.288
C: 0.827 0.759 -6.855
C: 1.286 0.547 -8.316
N: 1.546 -0.920 -8.485
C: 0.266 -1.699 -8.385
C: -0.412 -1.275 -7.062
C: 0.929 -2.343 1.501
O: 1.684 -3.268 1.864
O: 0.118 -1.699 2.199
H: -0.902 0.898 -2.197
H: 2.141 -3.704 -0.307
H: 2.024 -4.484 -3.357
H: 4.189 -5.184 -2.358
H: 4.219 -3.671 -1.338
H: 4.159 -3.739 -4.443
H: 4.163 -2.248 -3.377
H: 1.805 -2.338 -4.804
H: 1.605 1.246 -6.269
H: -0.052 1.408 -6.849
H: 2.198 1.088 -8.556
H: 0.517 0.809 -9.041
H: 2.110 -1.204 -7.676
H: 2.042 -1.125 -9.349
H: 0.532 -2.755 -8.398
H: -0.324 -1.466 -9.268
H: -0.730 -2.155 -6.508
H: -1.302 -0.667 -7.268
N: 2.926 0.356 1.832
C: 2.886 0.010 2.928
C: 2.836 -0.424 4.302
C: 3.249 0.460 5.298
C: 3.190 0.073 6.625
C: 2.716 -1.191 6.956
C: 2.309 -2.065 5.958
C: 2.365 -1.695 4.622
H: 3.594 1.448 5.023
H: 3.495 0.759 7.405
H: 2.654 -1.486 7.997
H: 1.932 -3.046 6.220
H: 2.049 -2.371 3.835
F: -0.894 -1.254 9.906
C: -0.652 -0.680 8.711
C: -1.072 -1.250 7.574
N: -0.801 -0.712 6.346
C: -1.331 -1.362 5.147
C: -2.853 -1.089 4.986
O: -3.534 -1.305 6.002
O: -3.206 -0.706 3.847
C: -0.190 0.511 6.224
O: 0.023 1.067 5.163
N: 0.190 1.088 7.423
C: 0.065 0.577 8.707
O: 0.515 1.159 9.676
H: -1.653 -2.160 7.564
H: -1.165 -2.435 5.259
H: -0.756 -1.045 4.285
H: 0.666 1.975 7.331
O: 0.113 5.448 3.031
C: 0.080 4.397 2.380
O: -0.840 3.545 2.278
C: 1.308 4.078 1.499
C: 2.541 4.678 1.738
C: 3.633 4.396 0.934
C: 3.462 3.520 -0.129
C: 2.249 2.910 -0.394
C: 1.178 3.196 0.431
N: 4.600 3.237 -1.006
O: 4.421 2.518 -1.975
O: 5.689 3.699 -0.711
H: 2.618 5.374 2.563
H: 4.600 4.843 1.111
H: 2.154 2.215 -1.216
H: 0.220 2.733 0.243

Calculated values
Charge ... -1
ΔE to the lowest compared entry with this formula, charge and spin ... 19.4 kcal per mole
Highest occupied orbital energy ... -5.176 eV


no.,maximum force (eV Å⁻¹),energy (eV),LUMO energy (eV)
1,5.45,-86611.3431,0.506
2,0.81,-100062.6696,-0.424